1.
This record from the Open Molecules 2025 dataset describes a 2-piece molecular cluster, C3H5NOS overall. The level of theory is the ωB97M-V functional and the def2-TZVPD basis.

Atoms and positions in Å:
C: -0.80259 -0.27147 2.80686
C: 0.57532 -0.61455 -0.41328
C: -0.18952 0.45167 0.20785
N: -1.02096 0.03534 3.89925
O: -1.45706 0.53315 -0.31084
S: 0.40063 2.01972 0.51828
H: 1.44845 -0.91507 0.02448
H: -0.15487 -1.40411 -0.51624
H: 0.82054 -0.29302 -1.49764
H: -2.17344 -0.14904 -0.22861
H: -0.84527 2.35467 0.90195

Results
Relative energy (zero: lowest compared OMol25 entry of this formula, charge and spin) in kcal per mole: 109.4
Gap between HOMO and LUMO (spin up / spin down) in eV: 7.3 / 7.3
E in Ha: -645.3374

Results of the natural (NBO) charge analysis, in e, for atoms 1 through 8: -0.124 -0.713 0.410 -0.582 -0.712 0.230 0.256 0.250

=====

2.
This record from the Open Molecules 2025 dataset describes one molecule with the formula C24H26N2O3S. The level of theory is the ωB97M-V functional and the def2-TZVPD basis.

Atoms and positions in Å:
C: -4.58962 -2.02275 0.81580
C: -4.08843 -2.81496 -0.39341
C: -2.59161 -2.91894 -0.35840
C: -1.95375 -4.09189 0.02329
C: -0.57608 -4.15441 0.09819
C: 0.20128 -3.03067 -0.17887
C: 1.64780 -3.11312 -0.07860
C: 2.46665 -2.14435 0.35806
S: 4.21541 -2.44289 0.36724
C: 4.72840 -0.84853 -0.19444
C: 5.89170 -0.73596 -0.94083
C: 6.29833 0.49937 -1.40765
C: 5.52625 1.61950 -1.14597
C: 4.36952 1.51437 -0.39546
C: 3.96533 0.28024 0.10863
N: 2.84214 0.18675 0.94245
C: 2.50986 1.32006 1.78897
C: 1.50473 2.29427 1.15833
O: 1.84961 3.37408 0.71670
N: 0.23572 1.85999 1.17895
C: -0.84788 2.69316 0.71642
C: -1.57177 2.12109 -0.51903
C: -2.26712 3.21326 -1.33879
C: -3.58929 3.36947 -0.58893
C: -3.83704 1.95375 -0.04889
O: -2.61312 1.23799 -0.14660
C: 2.03527 -0.90953 1.04291
O: 1.02578 -0.87142 1.73262
C: -0.43977 -1.86177 -0.58759
C: -1.81371 -1.81070 -0.67749
H: -4.14099 -1.03236 0.82433
H: -5.67225 -1.92008 0.78352
H: -4.31567 -2.53063 1.73781
H: -4.53489 -3.81138 -0.39008
H: -4.39887 -2.30393 -1.30787
H: -2.54148 -4.96683 0.26404
H: -0.09242 -5.07134 0.40361
H: 2.09714 -4.04840 -0.39064
H: 6.46753 -1.62544 -1.14359
H: 7.20706 0.58348 -1.98311
H: 5.82418 2.58492 -1.52454
H: 3.77517 2.39384 -0.20448
H: 2.07622 0.91974 2.71072
H: 3.42641 1.86704 2.01722
H: 0.03581 0.91818 1.49941
H: -1.57288 2.81858 1.52623
H: -0.40228 3.66105 0.47370
H: -0.85534 1.54382 -1.11249
H: -2.44749 2.84849 -2.35068
H: -1.69075 4.13263 -1.39138
H: -3.47911 4.07999 0.23002
H: -4.39935 3.70490 -1.23223
H: -4.58034 1.41409 -0.64593
H: -4.17623 1.96491 0.99333
H: 0.15061 -0.99726 -0.85534
H: -2.29441 -0.89345 -0.97920

Results
Relative energy (zero: lowest compared OMol25 entry of this formula, charge and spin) in kcal per mole: 8.3
Gap between HOMO and LUMO in eV: 8.2
E in Ha: -1663.5991

Results of the natural (NBO) charge analysis, in e, for atoms 1 through 8: -0.595 -0.419 -0.005 -0.224 -0.168 -0.098 -0.102 -0.277

=====

3.
This record from the Open Molecules 2025 dataset describes one molecule with the formula C5H8N2. The level of theory is the ωB97M-V functional and the def2-TZVPD basis.

Atoms and positions in Å:
C: 1.52716 -1.11512 1.47487
C: 0.37816 -0.61760 0.68003
C: -0.17342 -1.15183 -0.49521
N: -0.80965 -0.26356 -1.30421
C: -1.09830 0.87760 -0.65947
N: -1.15860 2.02864 -1.40700
C: -0.45719 0.43890 0.81328
H: 2.46107 -0.74358 1.06228
H: 1.47591 -0.75006 2.48673
H: 1.62702 -2.19472 1.50645
H: -0.31258 -2.19291 -0.66205
H: -0.85398 -0.39502 -2.30274
H: -1.55556 2.81616 -0.94074
H: -0.35152 2.28916 -1.95725
H: -0.69760 0.96974 1.70803

Results
Relative energy (zero: lowest compared OMol25 entry of this formula, charge and spin) in kcal per mole: 73.2
Gap between HOMO and LUMO in eV: 7.4
E in Ha: -304.7189

Results of the natural (NBO) charge analysis, in e, for atoms 1 through 8: -0.626 -0.070 -0.145 -0.495 0.246 -0.853 -0.275 0.227

=====

4.
This record from the Open Molecules 2025 dataset describes one molecule with the formula C23H21FN2O6S. The level of theory is the ωB97M-V functional and the def2-TZVPD basis.

Atoms and positions in Å:
C: -7.16339 -0.54763 -1.85576
O: -6.64614 -0.03029 -0.65368
C: -5.32756 0.30513 -0.60482
C: -4.42440 0.16474 -1.65205
C: -3.10063 0.53824 -1.49518
C: -2.65511 1.05908 -0.28800
N: -1.33033 1.44762 -0.05316
C: -0.28553 1.42973 -0.91367
O: -0.34627 1.09985 -2.08054
C: 1.04216 1.80169 -0.30662
C: 2.16956 1.31644 -0.97047
C: 3.42991 1.49753 -0.44899
S: 4.86742 0.71812 -1.20219
O: 4.52726 0.17662 -2.48041
O: 5.95500 1.63879 -1.08613
N: 5.23172 -0.57376 -0.19961
C: 4.57070 -1.83016 -0.45107
C: 3.05187 -1.75004 -0.27309
C: 2.34805 -3.10812 -0.29207
O: 0.95273 -2.91805 -0.24769
C: 0.55293 -1.99835 0.68359
C: -0.79540 -1.93082 1.01407
C: -1.23087 -1.05988 1.99289
C: -0.32085 -0.25578 2.66243
C: 1.01803 -0.29370 2.32199
C: 1.45944 -1.14478 1.31775
O: 2.78962 -1.11164 0.96829
C: 3.62910 2.23801 0.70150
C: 2.53653 2.79233 1.34207
C: 1.26558 2.54991 0.84615
F: 0.23189 3.08612 1.53236
C: -3.56175 1.20153 0.76337
C: -4.87732 0.83050 0.60876
H: -8.21993 -0.73092 -1.66669
H: -7.06217 0.16819 -2.67772
H: -6.67699 -1.48894 -2.13105
H: -4.73552 -0.23509 -2.60376
H: -2.41204 0.42603 -2.31507
H: -1.16315 1.73268 0.90047
H: 2.03162 0.79262 -1.90523
H: 5.22548 -0.29919 0.77030
H: 4.78980 -2.10011 -1.48477
H: 4.99339 -2.57916 0.22282
H: 2.63040 -1.14430 -1.08652
H: 2.67660 -3.70058 0.57365
H: 2.55907 -3.65205 -1.21319
H: -1.48072 -2.57973 0.49396
H: -2.27996 -1.01933 2.24025
H: -0.65202 0.40598 3.44821
H: 1.74449 0.32849 2.82061
H: 4.63332 2.38918 1.06380
H: 2.64621 3.39674 2.22888
H: -3.22716 1.61155 1.70567
H: -5.58468 0.93895 1.41538

Results
Relative energy (zero: lowest compared OMol25 entry of this formula, charge and spin) in kcal per mole: 0.0
Gap between HOMO and LUMO in eV: 8.1
E in Ha: -1948.0606

Results of the natural (NBO) charge analysis, in e, for atoms 1 through 8: -0.252 -0.493 0.289 -0.308 -0.165 0.102 -0.586 0.666

=====

5.
This record from the Open Molecules 2025 dataset describes a 2-piece molecular cluster, C2H6O overall. The level of theory is the ωB97M-V functional and the def2-TZVPD basis.

Atoms and positions in Å:
C: 2.15882 0.33515 -0.02069
O: 2.56356 -0.80252 0.00554
H: 1.72236 0.76711 -0.92932
H: 2.22537 0.98486 0.87037
C: -1.73327 -0.26398 0.00730
H: -2.41886 -1.12907 0.04240
H: -1.29996 -0.12684 1.01506
H: -2.27497 0.65848 -0.27038
H: -0.94306 -0.42318 -0.72028

Results
Relative energy (zero: lowest compared OMol25 entry of this formula, charge and spin) in kcal per mole: 16.4
Gap between HOMO and LUMO in eV: 11.1
E in Ha: -154.9997

Results of the natural (NBO) charge analysis, in e, for atoms 1 through 8: 0.273 -0.492 0.110 0.109 -0.854 0.219 0.212 0.212

=====

6.
This record from the Open Molecules 2025 dataset describes C9H11NO as an isolated structure. The level of theory is the ωB97M-V functional and the def2-TZVPD basis.

Atoms and positions in Å:
C: -0.65907 -1.56585 -0.62984
C: -0.26396 -0.39784 -1.18034
C: 1.60425 2.08710 1.17067
C: 1.51174 1.28378 2.30972
C: 0.91643 1.64859 0.00623
C: 0.97326 -0.06195 2.26694
C: 0.37733 0.33047 -0.11102
C: 0.40876 -0.51631 1.05982
N: -0.17795 -1.68445 0.67400
C: -0.29403 0.01175 -2.56853
H: -1.15875 -2.47866 -0.95416
H: 2.12254 3.04365 1.31894
H: 1.94209 1.72549 3.21819
H: 0.92457 2.30768 -0.87192
H: 0.99590 -0.69501 3.16378
H: -0.43587 -2.53010 1.18868
H: 0.60418 -0.44427 -3.01783
H: -0.26805 1.09842 -2.75582
H: -1.18639 -0.40902 -3.06174
O: -2.73803 -1.10653 -0.75035
H: -1.89918 -1.16365 -0.23915
H: -3.29980 -0.48330 -0.23630

Results
Relative energy (zero: lowest compared OMol25 entry of this formula, charge and spin) in kcal per mole: 49.3
Gap between HOMO and LUMO in eV: 8.5
E in Ha: -479.4661

Results of the natural (NBO) charge analysis, in e, for atoms 1 through 8: -0.128 -0.038 -0.249 -0.206 -0.187 -0.254 -0.094 0.137

=====

| no. | strongest force on any atom (eV Å⁻¹) |
| --- | --- |
| 1 | 2.9 |
| 2 | 0.9 |
| 3 | 5.5 |
| 4 | 1.0 |
| 5 | 1.0 |
| 6 | 5.4 |